1.
{"formula": "C3H13N3", "method": "ωB97M-V/def2-TZVPD", "elements": ["C", "C", "C", "N", "N", "N", "H", "H", "H", "H", "H", "H", "H", "H", "H", "H", "H", "H", "H"], "xyz": [[-2.21327, 3.97717, -0.16078], [-1.36527, 2.13287, 1.07178], [5.92054, -7.48594, -2.04296], [7.04192, -7.10431, -2.47973], [-4.36623, 2.96752, 2.11565], [-2.32077, 2.69480, 0.27758], [-1.43551, 4.60404, 0.29351], [-2.05757, 3.90212, -1.25706], [-3.20347, 4.45485, -0.16606], [-0.62993, 2.80882, 1.52671], [-1.83440, 1.45259, 1.79440], [-0.84744, 1.39982, 0.42274], [5.78774, -7.76139, -0.99930], [5.05526, -7.55012, -2.69833], [7.18508, -6.84591, -3.45984], [7.86754, -7.04197, -1.87775], [-4.65288, 2.02328, 2.33657], [-4.07515, 3.45438, 2.95338], [-5.12962, 3.46064, 1.67072]], "forces_ev_per_a": [[0.4615, 1.3667, 0.2048], [0.9119, 0.1548, 1.0750], [-0.7481, -0.2707, 0.2907], [0.6952, 0.2153, -0.2673], [0.7819, 0.0052, -0.5527], [-1.3884, -0.8509, -0.3651], [-0.1503, -0.1183, -0.0438], [-0.0161, -0.2499, -0.0851], [-0.0049, -0.1285, -0.0348], [-0.1502, -0.0862, -0.0702], [-0.0343, 0.0027, -0.1171], [-0.1062, -0.0373, -0.2608], [0.2211, 0.0642, -0.0744], [0.2067, 0.0634, -0.0956], [-0.0918, -0.0849, 0.2369], [-0.2375, -0.0418, -0.1069], [-0.1010, 0.0442, 0.0704], [-0.1866, -0.0181, 0.0829], [-0.0632, -0.0299, 0.1130]], "nbo_charge": [-0.53, -0.53, 0.17, -0.56, -1.02, 0.14, 0.22, 0.35, 0.33, 0.22, 0.31, 0.34, 0.24, 0.24, 0.45, 0.45, 0.39, 0.39, 0.39], "lumo_ev": [-8.64, -8.64], "e_tot_ha": -285.650337, "homo_lumo_gap_ev": [7.1, 7.1], "charge": 2}

***

2.
{"formula": "C35H29N7S10SeTi", "method": "ωB97M-V/def2-TZVPD", "elements": ["Ti", "C", "N", "C", "C", "C", "C", "C", "C", "C", "N", "C", "C", "C", "C", "C", "C", "N", "C", "C", "H", "H", "H", "H", "H", "H", "H", "H", "H", "H", "H", "H", "H", "H", "H", "H", "H", "H", "H", "H", "Se", "N", "C", "C", "C", "C", "C", "N", "C", "C", "N", "C", "C", "C", "C", "C", "N", "H", "H", "H", "H", "H", "H", "S", "C", "S", "C", "C", "S", "S", "S", "C", "S", "C", "C", "S", "S", "C", "S", "S", "H", "H", "H"], "xyz": [[-0.43585, -0.93106, -0.46994], [1.53287, 0.39036, 3.24205], [0.23129, 0.11736, 2.63708], [-0.49826, -0.79237, 3.50951], [-0.57725, 1.28678, 2.44418], [-0.49921, 2.32490, 3.36190], [-1.38308, 3.38483, 3.36392], [-2.45357, 3.33749, 2.49040], [-2.53641, 2.32194, 1.55479], [-1.55300, 1.32665, 1.40786], [-1.67030, 0.38001, 0.33458], [-2.51424, 0.79946, -0.72082], [-2.55575, 2.11825, -1.18906], [-3.43529, 2.51092, -2.17631], [-4.31876, 1.59651, -2.73723], [-4.23722, 0.27261, -2.34416], [-3.32444, -0.13642, -1.38353], [-3.17388, -1.53296, -1.02818], [-4.28466, -1.94558, -0.18245], [-3.14359, -2.38541, -2.21690], [1.44701, 0.71711, 4.29693], [2.12725, -0.53283, 3.22864], [2.05380, 1.16742, 2.67123], [-0.73652, -0.31253, 4.47760], [-1.43725, -1.09993, 3.03486], [0.11629, -1.68687, 3.69750], [0.31052, 2.32354, 4.08672], [-1.24826, 4.21387, 4.05445], [-3.23079, 4.09659, 2.52640], [-3.40011, 2.29028, 0.90286], [-1.84513, 2.82998, -0.78053], [-3.42691, 3.54271, -2.51960], [-5.03790, 1.90259, -3.49149], [-4.89389, -0.46611, -2.79911], [-5.24996, -1.82685, -0.70038], [-4.16776, -3.00122, 0.09557], [-4.29883, -1.32910, 0.72395], [-2.76897, -3.37190, -1.94304], [-4.14811, -2.49982, -2.66559], [-2.47428, -1.95744, -2.95735], [4.74853, -5.70734, 2.13267], [4.84992, -4.18331, 1.19999], [3.62813, -3.74744, 1.06566], [3.28981, -2.51661, 0.38781], [4.23311, -1.68610, -0.17009], [3.83375, -0.51635, -0.81738], [2.49658, -0.19326, -0.87610], [1.53780, -0.97362, -0.33061], [1.93566, -2.14492, 0.29412], [0.91585, -2.93518, 0.87269], [-0.38846, -2.45310, 0.75482], [-1.37544, -3.13453, 1.39743], [-1.13745, -4.27727, 2.10292], [0.17504, -4.79295, 2.19650], [1.21039, -4.11566, 1.58000], [2.58923, -4.54634, 1.66215], [2.96525, -5.62698, 2.28562], [5.28590, -1.96253, -0.10330], [4.55420, 0.15781, -1.27176], [2.16793, 0.70943, -1.36410], [-2.37088, -2.70474, 1.32455], [-1.96591, -4.77182, 2.60766], [0.40253, -5.70380, 2.74874], [2.09542, -1.57694, -7.53242], [1.48810, -1.45035, -5.99515], [1.28116, -2.79044, -4.92848], [0.58349, -1.93142, -3.56658], [0.45873, -0.59522, -3.72189], [-0.23168, 0.48891, -2.55876], [0.99009, 0.03447, -5.27405], [0.09482, -2.82168, -2.16512], [2.11404, 4.06268, -3.00501], [3.74203, 4.21588, -2.21757], [3.35100, 4.93195, -0.66333], [2.64695, 4.31087, 0.34090], [1.94256, 2.76898, 0.37462], [2.48613, 5.35476, 1.78081], [3.40884, 6.71414, 1.26113], [3.70681, 8.04596, 2.20959], [3.97298, 6.54081, -0.34802], [2.28069, 3.58703, -3.97691], [1.67797, 5.05647, -3.13703], [1.46879, 3.43602, -2.39405]], "forces_ev_per_a": [[-0.7981, -0.4079, -1.9584], [0.2291, 0.0122, -0.1660], [0.2310, 0.2277, 0.0741], [-0.1290, -0.4547, -0.1120], [-0.3486, -0.3360, -0.5539], [0.3013, 0.2079, 0.0741], [-0.0522, 0.1940, 0.1402], [-0.1249, 0.0964, -0.0480], [-0.1171, -0.1083, 0.1674], [-0.2950, -0.2172, 0.3352], [0.2209, 1.1276, 0.8181], [-0.6595, -0.1282, -0.1553], [0.2600, 0.1439, -0.1937], [-0.0324, 0.1652, -0.0448], [-0.0093, -0.0056, -0.0763], [-0.1687, -0.1315, -0.1666], [0.1368, 0.1706, 0.5037], [0.0326, 0.1651, -0.4566], [0.0666, -0.0510, 0.5186], [-0.2734, -0.1495, -0.2012], [0.0732, -0.1384, -0.1595], [-0.1171, 0.1620, -0.0605], [-0.0964, -0.1727, 0.0740], [0.0614, -0.0762, -0.0772], [0.1921, 0.0673, 0.1279], [-0.2313, 0.1795, -0.1077], [-0.1941, -0.0296, -0.1478], [-0.0606, -0.1462, -0.0706], [0.0782, -0.0706, -0.0471], [0.1092, 0.1158, 0.1463], [-0.1055, -0.0566, -0.0531], [0.0148, -0.1339, 0.0616], [0.1066, -0.0336, 0.0617], [0.1399, 0.1034, 0.0237], [0.0805, -0.0126, 0.0290], [-0.0258, 0.1928, -0.0405], [-0.0116, -0.1339, -0.0917], [-0.0033, 0.0481, -0.0292], [0.1239, 0.0098, 0.0944], [0.0578, -0.0477, 0.0044], [0.0614, -0.0882, 0.0576], [0.0512, -0.1467, 0.0507], [0.3641, 0.2024, -0.1225], [0.5831, 0.6025, -0.4754], [0.3997, -0.4095, 0.1488], [-0.2497, 0.4449, -0.2059], [0.5652, -0.0709, 0.0255], [0.7082, -0.2605, 0.9047], [-1.0065, -0.4233, 0.5932], [0.8440, 0.5883, -0.4232], [0.6379, 0.2985, 0.2753], [-0.2570, -0.4687, 0.2995], [-0.4824, 0.2006, -0.0068], [0.8383, -0.2730, 0.0116], [-1.3734, -0.4747, 0.4722], [-0.0636, -0.3201, 0.2494], [0.1392, -0.0777, -0.0308], [-0.2567, 0.0789, -0.0226], [-0.1526, -0.1130, 0.1028], [-0.0840, 0.0119, -0.0108], [0.2227, -0.0752, -0.0008], [0.1687, 0.1047, -0.1217], [-0.1450, 0.2180, -0.1149], [0.0584, -0.0118, -0.1087], [-0.1265, 0.0287, 0.2653], [-0.0805, 0.2137, -0.0393], [0.0696, 0.0041, -0.1203], [0.1657, -0.0539, -0.1391], [0.0163, 0.0788, -0.0942], [0.0295, -0.1981, 0.0819], [-0.2621, -0.0801, 0.1883], [0.0721, 0.2207, 0.0259], [0.0370, -0.0266, 0.0989], [-0.1590, -0.2187, 0.0999], [0.1923, 0.4157, -0.1425], [-0.0671, 0.1446, 0.0930], [0.1238, -0.1576, -0.2942], [-0.0413, -0.1122, -0.1019], [0.0214, 0.1306, 0.0621], [-0.1573, -0.1301, 0.1164], [-0.0389, 0.0839, 0.1523], [0.0013, -0.1681, -0.0537], [-0.0295, -0.0605, 0.0175]], "lowdin_charge": [0.75, -0.11, -0.19, -0.09, -0.23, -0.05, -0.10, -0.10, -0.06, -0.17, -0.06, -0.35, -0.10, -0.09, -0.10, -0.04, -0.24, -0.21, -0.10, -0.13, 0.07, 0.08, 0.04, 0.09, 0.08, 0.09, 0.10, 0.10, 0.09, 0.10, 0.13, 0.10, 0.09, 0.11, 0.09, 0.08, 0.09, 0.07, 0.08, 0.07, 1.01, -0.24, -0.34, -0.12, -0.01, -0.05, -0.17, -0.07, -0.21, -0.22, -0.09, -0.16, -0.09, -0.04, -0.12, -0.34, -0.23, 0.11, 0.11, 0.02, 0.09, 0.09, 0.10, 0.41, -1.54, 0.88, -1.12, -1.11, 0.65, 0.88, 0.64, -0.40, 0.75, -1.04, -1.18, 0.57, 0.86, -1.56, 0.39, 0.85, 0.03, 0.03, -0.01], "lumo_ev": [3.41, 3.40], "e_tot_ha": -8967.377136, "homo_lumo_gap_ev": [4.6, 4.6], "charge": -2}

***

3.
{"formula": "C3H6O2", "method": "ωB97M-V/def2-TZVPD", "elements": ["O", "C", "C", "C", "O", "H", "H", "H", "H", "H", "H"], "xyz": [[-2.69844, 1.74715, -0.28685], [-1.90049, 0.83050, 0.20036], [1.18560, -1.36762, 0.12578], [1.54079, 0.06953, -0.13415], [2.55739, 0.59967, 0.24783], [-2.44502, 1.91994, -1.20700], [0.19368, -1.41892, 0.58825], [-2.28356, 0.72479, 1.24363], [1.12922, -1.90367, -0.82984], [1.93544, -1.83717, 0.76581], [0.78538, 0.63579, -0.71382]], "forces_ev_per_a": [[0.2163, -0.1653, -0.0560], [-0.3020, 0.1988, 0.1257], [0.0668, -0.0414, 0.0760], [0.1827, 0.0354, 0.0396], [-0.3207, -0.1462, -0.1055], [-0.0465, 0.0080, 0.0670], [0.1322, 0.0080, -0.1100], [0.0859, -0.0325, -0.1192], [-0.0380, 0.0940, 0.1215], [-0.0962, 0.0629, -0.0798], [0.1196, -0.0217, 0.0408]], "nbo_charge": [-0.63, 0.08, -0.73, 0.44, -0.53, 0.49, 0.24, 0.07, 0.23, 0.23, 0.11], "lumo_ev": 0.33, "e_tot_ha": -268.258982, "homo_lumo_gap_ev": 9.5, "charge": 0}

***

> charge of number 3 (C3H6O2)?

0

***

> Look up the charge of the first one.

+2